Formula: C32H73FN4O6
Source: the OMol25 dataset
Level of theory: wB97M-V/def2-TZVPD

Geometry as ORCA input:
```
! RIJCOSX wB97M-V def2-TZVPD def2/J DEFGRID3
* xyz 0 1
C -1.4616 3.5409 -4.1898
C -1.3877 2.6604 -2.9223
N -0.1497 2.9998 -2.2233
C 0.1808 2.1741 -1.0656
C 1.5873 2.4850 -0.7209
N 2.6716 2.7252 -0.4401
C 0.0886 0.6400 -1.2582
N 0.7171 0.1887 -2.4833
C 0.0346 -0.8893 -3.2026
C -0.6323 2.6604 0.1592
F -1.9897 2.5910 -0.0805
C -0.3429 1.8434 1.3597
N -0.1042 1.0719 2.1720
H -1.1783 2.9752 -5.0780
H -2.4901 3.8640 -4.3546
H -0.8444 4.4325 -4.0965
H -2.2697 2.8909 -2.3356
H -1.4352 1.6185 -3.2551
H 0.6322 3.0459 -2.8633
H 0.5991 0.1832 -0.4077
H -0.9603 0.3291 -1.1839
H 0.9492 0.9514 -3.1002
H 0.6939 -1.7559 -3.2658
H -0.2483 -0.5812 -4.2108
H -0.8715 -1.2080 -2.6852
H -0.3401 3.6917 0.3688
C 3.1232 -2.7252 1.2539
C 2.2548 -3.6455 0.4130
O 2.2242 -3.3115 -0.9634
C 3.4681 -3.3340 -1.6391
C 4.1579 -4.6878 -1.6240
H 2.7911 -1.6905 1.1553
H 3.0604 -3.0127 2.3041
H 4.1730 -2.7691 0.9606
H 1.2210 -3.5741 0.7540
H 2.5576 -4.6897 0.5464
H 4.1342 -2.5586 -1.2445
H 3.2371 -3.0536 -2.6675
H 4.4217 -5.0030 -0.6134
H 5.0786 -4.6431 -2.2067
H 3.5098 -5.4523 -2.0557
C -6.5799 1.8382 -3.3680
C -5.4443 2.7000 -2.8432
O -5.0382 3.7273 -3.7281
C -6.0245 4.6844 -4.0783
C -6.5872 5.4499 -2.8927
H -6.3089 1.3908 -4.3254
H -6.7991 1.0393 -2.6588
H -7.4958 2.4121 -3.5137
H -4.5572 2.0799 -2.7020
H -5.6988 3.1143 -1.8607
H -6.8281 4.2127 -4.6551
H -5.5192 5.3771 -4.7519
H -7.1140 4.7963 -2.1957
H -7.2960 6.2023 -3.2404
H -5.7882 5.9524 -2.3437
C 2.3429 -10.5612 2.1140
C 3.4783 -9.6858 2.6182
O 3.9011 -8.6981 1.6971
C 2.9180 -7.7579 1.2995
C 2.3298 -6.9467 2.4401
H 2.6240 -11.0507 1.1806
H 2.1077 -11.3281 2.8530
H 1.4330 -9.9878 1.9308
H 4.3600 -10.3014 2.7983
H 3.2116 -9.2285 3.5781
H 2.1207 -8.2533 0.7334
H 3.4271 -7.0922 0.6012
H 1.8025 -7.5745 3.1602
H 1.6161 -6.2177 2.0540
H 3.1172 -6.4166 2.9795
C -3.0741 7.6628 1.5035
C -3.9303 6.7790 0.6127
O -3.9740 7.1903 -0.7417
C -2.7315 7.2283 -1.4232
C -2.0161 5.8909 -1.4761
H -3.4211 8.6960 1.4629
H -3.1306 7.3164 2.5360
H -2.0242 7.6501 1.2073
H -4.9658 6.8136 0.9526
H -3.6093 5.7330 0.6868
H -2.0793 7.9978 -0.9946
H -2.9739 7.5529 -2.4358
H -1.7471 5.5326 -0.4807
H -1.0980 5.9685 -2.0584
H -2.6560 5.1363 -1.9374
C 4.4067 4.3472 1.8193
C 5.6300 3.5220 2.1741
O 6.8633 4.1955 1.9823
C 7.0489 5.3798 2.7330
C 6.9948 5.1788 4.2382
H 4.4585 4.6801 0.7832
H 3.5073 3.7459 1.9424
H 4.3095 5.2303 2.4547
H 5.6774 2.6499 1.5219
H 5.5553 3.1450 3.2008
H 6.3309 6.1483 2.4235
H 8.0378 5.7426 2.4502
H 6.0172 4.8278 4.5705
H 7.1996 6.1215 4.7473
H 7.7390 4.4454 4.5520
C -2.7241 -7.6369 2.3246
C -1.5972 -6.7706 2.8609
O -1.1347 -5.7933 1.9454
C -2.0884 -4.8401 1.5107
C -2.6873 -4.0052 2.6294
H -2.4163 -8.1360 1.4046
H -2.9933 -8.3957 3.0602
H -3.6206 -7.0555 2.1059
H -0.7293 -7.3960 3.0730
H -1.8872 -6.3027 3.8085
H -2.8784 -5.3263 0.9269
H -1.5451 -4.1909 0.8230
H -3.2527 -4.6118 3.3381
H -3.3673 -3.2607 2.2141
H -1.9019 -3.4874 3.1817
*
```

Computed properties:
* DFT total energy: -2033.21037 Eh
* gap between HOMO and LUMO: 9.6 eV
* SMILES: CCN[C@](C#N)(CNC)[C@@H](F)C#N.CCOCC.CCOCC.CCOCC.CCOCC.CCOCC.CCOCC